No. 1
Below is a structure of composition C7H11FeI2N2OS, with properties calculated with ωB97M-V/def2-TZVPD.

```
25
Properties=species:S:1:pos:R:3:forces:R:3:lowdin_spin:R:1
C 0.6346 -3.2471 -0.7700 2.03 -0.87 -0.58 0.01
I 3.0577 -0.9343 1.4598 4.40 -1.54 -0.59 0.27
H 1.7218 -3.1786 -0.7299 0.35 0.31 -0.15 0.00
H 0.3308 -3.0963 -1.8354 -0.01 -1.01 0.84 0.00
H 0.5135 -4.2023 -0.1849 -0.70 0.75 -1.16 0.00
C -1.6059 1.8162 -0.6963 1.36 -0.13 -0.09 0.02
C 0.0590 0.8469 0.5436 -1.75 0.42 -4.20 0.10
N -1.2645 1.2099 0.5012 0.50 0.53 -0.75 0.01
H -0.2842 2.1855 -2.4706 -0.26 -0.22 0.99 0.00
I 0.9901 1.1140 2.9463 0.01 3.21 3.94 0.87
N 0.5267 1.2250 -0.7127 -1.02 0.75 0.80 0.01
H -2.5579 2.2417 -0.9236 -0.37 -0.05 0.15 0.01
Fe 0.7345 -0.7114 1.4348 -0.63 -0.04 -0.06 3.09
C 0.0423 -2.1323 -0.0554 -5.68 1.69 1.00 0.04
O -0.9396 -1.4972 -0.6035 2.59 -1.05 -0.19 0.19
C -0.4763 1.8248 -1.4411 0.00 0.40 -0.93 0.02
C 1.8733 1.1768 -1.2229 0.43 -0.40 0.07 0.02
H 2.4174 2.1279 -1.0514 -0.32 -0.46 -0.07 0.01
H 1.8011 0.9586 -2.2988 0.19 0.13 0.26 0.00
H 2.4115 0.3571 -0.7198 -0.15 0.46 -0.33 0.01
C -2.2212 1.0887 1.5617 0.03 -0.13 0.24 0.03
H -3.2029 1.3271 1.1746 -0.20 0.02 -0.13 0.01
H -1.9566 1.7804 2.3422 0.02 0.29 0.48 0.01
H -2.2249 0.0907 1.9662 0.04 -0.44 0.11 0.00
S -0.3805 -2.3718 1.7860 -0.87 -2.62 0.33 0.28
```
Positions in Å, forces in eV/Å.

Frontier orbital gap (alpha / beta)   1.589 / 6.172 eV
Total charge   -2
2S+1   6
HOMO (alpha / beta)   2.95 / -1.45 eV

***

No. 2
Below is a structure of composition C7H11I2N, with properties calculated with ωB97M-V/def2-TZVPD.

```
21
Properties=species:S:1:pos:R:3:forces:R:3:nbo_charge:R:1
C 2.4679 1.0809 -0.3457 -2.36 2.88 2.26 0.36
C -1.3917 0.1722 2.4003 3.41 1.65 -0.60 -0.59
C -0.1039 -0.9844 -1.9939 -1.52 0.82 -0.83 -0.65
C -2.1767 0.0925 1.0961 3.36 0.00 0.33 -0.44
C -1.2860 -0.6949 0.1215 -3.39 -0.23 1.78 -0.19
C -0.8766 -0.2036 -0.9962 0.92 1.47 -1.58 -0.18
C 3.1419 0.1402 -0.8851 1.44 -1.09 -1.34 -0.61
N 1.9381 2.0301 0.2485 4.25 -1.17 -2.36 -0.60
I 3.2683 0.0479 -2.9865 0.08 0.05 0.42 0.23
I 4.5900 -0.7896 0.2834 -0.15 -0.21 0.00 0.24
H -1.5950 1.0082 3.0634 -0.92 -0.25 0.32 0.21
H -0.3194 0.4941 2.0919 -1.21 -0.94 0.65 0.18
H -1.3377 -0.7897 2.9046 0.01 0.13 0.19 0.21
H -0.1912 -0.4006 -2.9277 1.04 -0.48 0.24 0.22
H 0.8344 -1.1048 -1.5230 1.47 -0.23 -0.54 0.23
H -0.5539 -1.9384 -2.2064 -0.13 -0.56 0.13 0.21
H -2.9850 -0.4402 1.5032 -2.16 -0.35 -1.02 0.22
H -2.2273 1.0924 0.6599 -1.08 -0.13 0.26 0.21
H -1.2827 -1.7615 0.2352 0.40 -0.56 0.35 0.19
H 1.0190 2.0761 0.4932 -3.11 -0.40 0.97 0.39
H -0.9328 0.8728 -1.2367 -0.34 -0.41 0.37 0.18
```
Positions in Å, forces in eV/Å.

Frontier orbital gap   8.386 eV
HOMO   -8.67 eV

***

No. 3
Below is the ion C7H11IN with charge +1, with properties calculated with ωB97M-V/def2-TZVPD.

```
20
Properties=species:S:1:pos:R:3:forces:R:3:nbo_charge:R:1
I -3.5196 1.9654 -0.0668 -1.16 0.69 -0.02 0.29
C -1.7611 1.0103 0.1343 0.25 -2.02 0.13 -0.21
C -0.8441 1.3311 1.0401 -0.15 1.81 -1.70 -0.25
C 0.5062 0.7991 1.0130 2.44 -2.62 0.64 -0.27
C 1.5248 0.9275 -0.2603 -4.66 -5.83 1.24 -0.15
N 0.4526 0.4044 -1.2514 -0.42 -1.13 -1.80 -0.58
C -0.2304 -0.8254 -0.5680 -0.03 1.08 1.67 -0.04
C -1.6845 -0.3089 -0.6917 0.43 0.10 2.61 -0.51
C 0.3112 -0.7769 1.0555 -1.97 2.26 -4.07 -0.36
H -1.0231 2.2007 1.6012 -0.16 1.00 0.93 0.24
H 1.1521 1.0967 1.8025 -0.01 0.50 1.19 0.25
H 1.8971 1.7534 -0.6484 1.80 4.13 -1.09 0.22
H 2.2276 0.0719 -0.1174 -0.17 1.14 -0.28 0.23
H 0.6103 0.0847 -2.2752 0.57 1.03 2.06 0.46
H -0.3611 1.1165 -1.2998 1.95 -0.82 0.10 0.46
H 0.0558 -1.7585 -1.0558 -0.24 0.30 -0.20 0.25
H -2.0074 -0.0386 -1.6667 -0.19 -0.47 -1.22 0.23
H -2.4107 -0.9445 -0.1882 -0.09 -0.36 -0.44 0.27
H 1.2374 -1.2289 1.1335 1.69 -1.32 0.16 0.21
H -0.4473 -1.2431 1.6847 0.11 0.55 0.09 0.25
```
Positions in Å, forces in eV/Å.

Frontier orbital gap   9.467 eV
SMILES   IC1=C[C@@H]2C[NH2+][C@H](C1)C2
Total charge   +1
HOMO   -12.61 eV

***

No. 4
Below is an isolated molecule of C7H11N, with properties calculated with ωB97M-V/def2-TZVPD.

```
19
Properties=species:S:1:pos:R:3:forces:R:3:nbo_charge:R:1
C 0.8552 -1.3214 1.7602 0.94 -1.27 0.80 -0.63
C 0.2801 -0.3987 0.6306 0.60 -2.23 0.37 -0.06
C -1.1079 0.1561 0.7699 -0.94 2.17 2.80 -0.46
C -1.1211 0.9112 -0.5529 -5.58 1.06 -1.62 -0.10
C -0.3814 0.0685 -1.4343 -1.11 -2.12 -6.22 -0.10
C 0.0906 -1.0877 -0.8012 -4.54 -1.63 5.42 -0.40
N 0.2596 1.2428 -1.0459 -1.03 1.91 1.18 -0.36
C 1.0301 0.9341 0.2088 -4.61 0.56 -0.13 -0.24
H 0.1262 -2.1694 2.0923 0.61 2.12 -0.20 0.22
H 1.2337 -0.6386 2.6230 -0.87 -1.55 -1.15 0.22
H 1.7383 -2.0931 1.5194 -1.38 2.34 -0.20 0.22
H -1.2045 0.6779 1.7910 0.59 0.54 -1.59 0.21
H -2.0393 -0.3854 0.9322 0.40 -1.30 -0.92 0.24
H -2.2773 1.2030 -1.1054 3.87 0.16 2.02 0.22
H -0.5612 -0.2162 -2.5575 -0.14 1.67 1.79 0.20
H -0.5096 -2.0830 -0.8847 0.39 2.03 0.63 0.21
H 0.9460 -1.3307 -1.0959 7.51 -2.16 -2.82 0.19
H 0.9301 1.9339 0.6922 0.16 -1.34 0.88 0.22
H 1.9263 0.8302 -0.1712 5.15 -0.96 -1.03 0.19
```
Positions in Å, forces in eV/Å.

Frontier orbital gap   10.063 eV
SMILES   C[C@]12C[C@@H]3[C@H](C1)N3C2
HOMO   -9.18 eV